Run P
DFT (ωB97M-V with the def2-TZVPD basis set) results for a single C3H3NO2 molecule.

Geometry as ORCA input:
```
! wB97M-V def2-TZVPD RIJCOSX def2/J DEFGRID3
* xyz 0 1
C -1.54 -1.23 0.22
C -0.74 -0.70 1.06
C 0.98 0.75 -0.10
N 0.67 0.74 -1.31
O 0.99 1.14 -2.41
O 0.41 0.16 0.96
H -1.76 -1.31 -0.82
H -0.82 -0.87 2.12
H 1.82 1.32 0.29
*
```

The calculation puts the lowest unoccupied orbital energy (spin up / spin down) at -1.018 / -0.623 eV. The value obtained for the orbital gap (spin up / spin down) is 8.23 / 8.43 eV.



Run Q
DFT (ωB97M-V with the def2-TZVPD basis set) results for C3H3NO2 as an isolated structure.

Geometry as ORCA input:
```
! wB97M-V def2-TZVPD RIJCOSX def2/J DEFGRID3
* xyz 0 1
O 0.65 -0.37 1.69
C -0.56 -0.20 1.11
C 0.24 0.41 -1.37
O 1.42 0.36 -1.18
C -0.83 -0.72 -0.08
N -0.60 -0.78 -1.31
H 1.32 -0.38 0.98
H -1.30 0.34 1.69
H -0.33 1.34 -1.52
*
```

The calculation puts the lowest unoccupied orbital energy at 0.329 eV. The value obtained for the orbital gap is 9.55 eV.



Run R
DFT (ωB97M-V with the def2-TZVPD basis set) results for a 2-piece molecular cluster, C3H3NO2 overall.

Geometry as ORCA input:
```
! wB97M-V def2-TZVPD RIJCOSX def2/J DEFGRID3
* xyz 0 1
C -0.89 1.39 0.03
C -1.57 -1.73 -0.64
C 1.24 0.06 0.03
N -0.10 0.51 0.17
O -1.64 -2.14 0.41
O -1.79 2.11 -0.02
H 1.88 0.53 0.79
H 1.63 0.28 -0.96
H 1.24 -1.02 0.19
*
```

The calculation puts the lowest unoccupied orbital energy at 0.734 eV. The value obtained for the orbital gap is 11.16 eV.



run R ends up most stable, edging out the next structure by 0.0884 hartree.



Run P
DFT (ωB97M-V with the def2-TZVPD basis set) results for a single C3H3NO2 molecule.

Geometry as ORCA input:
```
! wB97M-V def2-TZVPD RIJCOSX def2/J DEFGRID3
* xyz 0 1
C 0.13 -0.80 -1.92
C -0.50 -0.33 -0.77
C 0.18 0.50 0.09
N 0.04 0.16 1.53
O 0.64 0.93 2.25
O -0.76 -0.70 1.85
H 0.55 -0.06 -2.60
H -1.14 -0.98 -0.23
H 0.87 1.27 -0.21
*
```

The calculation puts the lowest unoccupied orbital energy (spin up / spin down) at -1.975 / -1.566 eV. The value obtained for the orbital gap (spin up / spin down) is 8.00 / 7.79 eV.



Run Q
DFT (ωB97M-V with the def2-TZVPD basis set) results for a single C3H3NO2 molecule.

Geometry as ORCA input:
```
! wB97M-V def2-TZVPD RIJCOSX def2/J DEFGRID3
* xyz 0 1
O -1.42 3.27 -0.09
N -0.38 2.84 0.36
O 0.47 3.45 0.99
C -0.21 1.47 0.41
C -0.49 0.23 0.84
C 0.46 -0.12 -0.31
H -1.08 -0.44 1.39
H 1.51 -0.44 -0.24
H -0.05 -0.22 -1.23
*
```

The calculation puts the lowest unoccupied orbital energy at -0.672 eV. The value obtained for the orbital gap is 9.66 eV.



run Q ends up most stable, edging out the next structure by 0.0116 hartree.



Run P
DFT (ωB97M-V with the def2-TZVPD basis set) results for a single C3H3NO2 molecule.

Geometry as ORCA input:
```
! wB97M-V def2-TZVPD RIJCOSX def2/J DEFGRID3
* xyz 0 1
O 0.55 -3.20 1.45
C 0.32 -2.11 1.09
C -0.43 -1.08 0.65
N -0.67 0.21 0.13
C -0.27 1.42 0.17
O 0.90 1.79 0.79
H -1.43 -1.54 0.59
H -0.68 2.22 -0.41
H 1.31 1.02 1.22
*
```

The calculation puts the lowest unoccupied orbital energy at -0.009 eV. The value obtained for the orbital gap is 8.55 eV.



Run Q
DFT (ωB97M-V with the def2-TZVPD basis set) results for C3H3NO2 as an isolated structure.

Geometry as ORCA input:
```
! wB97M-V def2-TZVPD RIJCOSX def2/J DEFGRID3
* xyz 0 1
N -0.55 -0.43 1.08
C 0.27 0.58 0.72
C 0.20 0.08 -0.67
C -0.62 -0.90 -0.20
O 0.70 0.41 -1.81
O 0.81 1.50 1.29
H 1.25 1.20 -1.67
H -0.95 -0.71 1.96
H -1.12 -1.73 -0.70
*
```

The calculation puts the lowest unoccupied orbital energy at 0.759 eV. The value obtained for the orbital gap is 8.42 eV.



run Q ends up most stable, edging out the next structure by 0.0111 hartree.



Run P
DFT (ωB97M-V with the def2-TZVPD basis set) results for C3H3NO2 as an isolated structure.

Geometry as ORCA input:
```
! wB97M-V def2-TZVPD RIJCOSX def2/J DEFGRID3
* xyz 0 1
O 1.49 0.70 1.13
C 1.70 0.48 -0.07
O 0.79 -0.36 -0.51
C -0.88 -0.86 -0.08
C -1.61 0.34 0.07
N -2.09 1.38 0.30
H 2.43 1.11 -0.64
H -1.03 -1.37 -1.04
H -0.79 -1.41 0.86
*
```

The calculation puts the lowest unoccupied orbital energy at -1.227 eV. The value obtained for the orbital gap is 8.62 eV.



Run Q
DFT (ωB97M-V with the def2-TZVPD basis set) results for a single C3H3NO2 molecule.

Geometry as ORCA input:
```
! wB97M-V def2-TZVPD RIJCOSX def2/J DEFGRID3
* xyz 0 1
N 0.81 1.69 -1.18
C 0.06 0.82 -1.10
C -0.65 -0.21 -0.28
O -0.44 -1.53 -0.56
C 0.25 0.22 0.91
O 1.24 -0.45 1.12
H -1.73 0.00 -0.22
H 0.40 -1.73 -0.09
H 0.05 1.19 1.39
*
```

The calculation puts the lowest unoccupied orbital energy at 0.088 eV. The value obtained for the orbital gap is 11.10 eV.



run Q ends up most stable, edging out the next structure by 0.0555 hartree.



Run P
DFT (ωB97M-V with the def2-TZVPD basis set) results for a 2-piece molecular cluster, C10H13O2 overall.

Geometry as ORCA input:
```
! wB97M-V def2-TZVPD RIJCOSX def2/J DEFGRID3
* xyz -1 1
C -1.53 -0.12 -1.49
C -0.14 2.74 0.61
C -1.29 3.33 1.11
C -0.19 1.64 -0.24
C -1.39 1.12 -0.68
C -2.53 2.76 0.74
C -2.56 1.74 -0.18
H 0.84 3.05 0.93
H -1.20 4.11 1.85
H 0.74 1.10 -0.34
H -3.36 3.19 1.30
H -1.60 -0.99 -0.83
H -0.59 -0.36 -2.00
H -3.50 1.49 -0.65
H -2.31 -0.19 -2.25
C 1.28 -2.95 0.62
C 0.90 -1.89 1.68
C 2.07 -2.33 -0.59
O 2.92 -1.46 -0.28
O 1.76 -2.79 -1.71
H 1.92 -3.69 1.10
H 0.34 -3.35 0.24
H 1.38 -0.94 1.51
H 1.12 -2.25 2.69
H -0.17 -1.69 1.67
*
```

The calculation puts the lowest unoccupied orbital energy at 3.163 eV. The value obtained for the orbital gap is 7.16 eV.



Run Q
DFT (ωB97M-V with the def2-TZVPD basis set) results for a 2-piece molecular cluster, C10H13O2 overall.

Geometry as ORCA input:
```
! wB97M-V def2-TZVPD RIJCOSX def2/J DEFGRID3
* xyz -1 1
C -2.12 -1.79 0.21
C -1.10 -2.87 0.58
C -2.93 -2.06 -1.08
O -2.95 -1.14 -1.93
O -3.59 -3.13 -1.07
H -2.84 -1.55 0.99
H -1.53 -0.90 0.05
H -0.09 -2.65 0.21
H -1.44 -3.80 0.12
H -0.92 -3.04 1.65
C 3.48 1.54 0.53
C -0.71 1.51 -0.50
C 0.21 0.94 -1.37
C -0.30 2.05 0.71
C 1.55 1.08 -1.04
C 1.05 2.09 1.04
C 2.01 1.50 0.22
H -1.76 1.41 -0.74
H -0.10 0.57 -2.34
H -1.04 2.39 1.43
H 2.35 0.65 -1.66
H 1.26 2.51 2.03
H 3.64 2.22 1.38
H 4.02 1.89 -0.34
H 3.85 0.59 0.92
*
```

The calculation puts the lowest unoccupied orbital energy at 2.979 eV. The value obtained for the orbital gap is 6.94 eV.



Run R
DFT (ωB97M-V with the def2-TZVPD basis set) results for a 2-piece molecular cluster, C10H13O2 overall.

Geometry as ORCA input:
```
! wB97M-V def2-TZVPD RIJCOSX def2/J DEFGRID3
* xyz -1 1
C 0.55 -0.60 -2.42
C 1.31 -1.24 -3.57
C -0.48 0.50 -2.85
O -0.50 1.51 -2.12
O -1.11 0.24 -3.90
H 0.08 -1.29 -1.70
H 1.22 -0.03 -1.76
H 1.19 -0.58 -4.43
H 0.81 -2.15 -3.90
H 2.37 -1.40 -3.36
C -0.81 -1.78 1.58
C -0.42 0.59 0.83
C -0.54 -0.33 1.87
C -0.21 1.93 1.13
C 0.25 2.29 2.40
C -0.45 0.12 3.19
C 0.08 1.38 3.44
H -0.68 0.32 -0.17
H -0.18 2.60 0.29
H -1.39 -1.93 0.67
H -1.31 -2.32 2.38
H 0.37 3.35 2.56
H -0.66 -0.56 4.01
H 0.37 1.65 4.45
H 0.14 -2.29 1.38
*
```

The calculation puts the lowest unoccupied orbital energy at 3.272 eV. The value obtained for the orbital gap is 7.39 eV.



run R ends up most stable, edging out the next structure by 0.0020 hartree.



Run P
DFT (ωB97M-V with the def2-TZVPD basis set) results for a single C5H14N2 molecule.

Geometry as ORCA input:
```
! wB97M-V def2-TZVPD RIJCOSX def2/J DEFGRID3
* xyz 0 1
C 2.88 -0.21 -0.39
C 1.37 -0.60 -0.77
N 0.30 -0.47 0.28
C 0.68 0.33 1.48
C -0.89 0.18 -0.41
C -2.25 -0.17 0.22
N -3.18 0.75 -0.41
H 3.33 0.61 -0.92
H 2.93 0.15 0.63
H 3.64 -0.95 -0.51
H 1.32 -1.71 -0.94
H 1.03 -0.10 -1.65
H 1.20 1.32 1.28
H 1.40 -0.23 2.10
H -0.06 0.61 2.13
H -0.67 1.26 -0.55
H -0.84 -0.35 -1.37
H -2.47 -1.24 -0.11
H -2.26 -0.16 1.28
H -3.30 0.35 -1.32
H -4.16 0.64 -0.05
*
```

The calculation puts the lowest unoccupied orbital energy at 1.110 eV. The value obtained for the orbital gap is 9.50 eV.



Run Q
DFT (ωB97M-V with the def2-TZVPD basis set) results for a single C5H14N2 molecule.

Geometry as ORCA input:
```
! wB97M-V def2-TZVPD RIJCOSX def2/J DEFGRID3
* xyz 0 1
C -2.42 -1.21 0.52
N -0.98 -1.37 0.47
C -0.26 -0.23 -0.07
C -0.31 -0.19 -1.59
C 1.18 -0.21 0.45
C 1.91 1.08 0.12
N 1.26 2.26 0.72
H -2.91 -2.16 0.70
H -2.83 -0.77 -0.40
H -2.65 -0.47 1.27
H -0.66 -2.24 0.07
H -0.77 0.66 0.31
H -1.35 -0.35 -1.92
H 0.02 0.70 -2.12
H 0.21 -1.06 -2.02
H 1.71 -1.03 -0.05
H 1.27 -0.42 1.51
H 1.89 1.18 -0.98
H 2.94 1.03 0.33
H 0.79 1.93 1.57
H 1.96 2.87 1.13
*
```

The calculation puts the lowest unoccupied orbital energy at 1.141 eV. The value obtained for the orbital gap is 9.64 eV.



Run R
DFT (ωB97M-V with the def2-TZVPD basis set) results for C5H14N2 as an isolated structure.

Geometry as ORCA input:
```
! wB97M-V def2-TZVPD RIJCOSX def2/J DEFGRID3
* xyz 0 1
C -3.04 0.71 -0.32
C -2.07 -0.45 -0.09
N -0.76 0.06 0.33
C 0.12 -0.87 0.47
C 1.38 -0.86 -0.52
N 1.61 0.49 -0.97
C 2.69 1.15 -0.20
H -4.06 0.37 -0.44
H -2.77 1.38 -1.14
H -2.96 1.33 0.58
H -2.10 -1.10 -0.97
H -2.46 -1.02 0.77
H 0.88 -0.59 1.60
H -0.27 -1.91 0.49
H 1.04 -0.75 2.39
H 2.22 -1.31 0.01
H 0.93 -1.54 -1.25
H 0.74 0.94 -0.71
H 3.07 2.01 -0.75
H 2.32 1.51 0.77
H 3.49 0.43 -0.06
*
```

The calculation puts the lowest unoccupied orbital energy at 0.154 eV. The value obtained for the orbital gap is 8.86 eV.



run Q ends up most stable, edging out the next structure by 0.0511 hartree.



Run P
DFT (ωB97M-V with the def2-TZVPD basis set) results for a single C5H14N2 molecule.

Geometry as ORCA input:
```
! wB97M-V def2-TZVPD RIJCOSX def2/J DEFGRID3
* xyz 0 1
C 1.74 -2.24 0.71
C 0.98 -1.55 -0.40
N -0.04 -0.66 0.14
C -1.05 -0.24 -0.80
C -1.43 1.26 -0.77
C -0.38 2.16 -0.13
N -0.50 2.11 1.34
H 1.01 -2.73 1.35
H 2.40 -2.98 0.27
H 2.25 -1.50 1.33
H 1.65 -1.00 -1.02
H 0.54 -2.28 -1.10
H -0.45 -1.12 0.94
H -0.69 -0.44 -1.82
H -1.99 -0.81 -0.78
H -1.65 1.64 -1.76
H -2.34 1.38 -0.17
H 0.61 1.76 -0.38
H -0.48 3.20 -0.42
H -0.18 1.21 1.66
H 0.01 2.84 1.81
*
```

The calculation puts the lowest unoccupied orbital energy at 1.096 eV. The value obtained for the orbital gap is 9.84 eV.



Run Q
DFT (ωB97M-V with the def2-TZVPD basis set) results for a single C5H14N2 molecule.

Geometry as ORCA input:
```
! wB97M-V def2-TZVPD RIJCOSX def2/J DEFGRID3
* xyz 0 1
C -0.94 2.47 -0.03
C 0.03 1.33 0.38
C -0.02 0.08 -0.54
C 0.83 0.45 -1.78
N 0.62 -1.05 0.12
C -0.31 -2.13 0.41
N 0.10 -3.00 1.51
H -1.98 2.37 0.29
H -0.80 2.80 -1.06
H -0.60 3.32 0.58
H -0.08 1.20 1.46
H 1.02 1.80 0.30
H -1.08 -0.02 -0.79
H 1.82 0.69 -1.40
H 0.38 1.31 -2.30
H 0.84 -0.32 -2.55
H 1.06 -0.79 0.99
H -0.51 -2.84 -0.39
H -1.27 -1.71 0.75
H 1.05 -3.33 1.64
H -0.17 -2.64 2.42
*
```

The calculation puts the lowest unoccupied orbital energy at 1.088 eV. The value obtained for the orbital gap is 9.78 eV.



run P ends up most stable, edging out the next structure by 0.0104 hartree.



Run P
DFT (ωB97M-V with the def2-TZVPD basis set) results for a single C5H14N2 molecule.

Geometry as ORCA input:
```
! wB97M-V def2-TZVPD RIJCOSX def2/J DEFGRID3
* xyz 0 1
C 0.35 1.57 0.05
C -0.17 0.21 0.48
C -1.64 -0.04 0.08
N -2.54 0.89 0.74
N 0.59 -0.97 -0.02
C 0.74 -1.01 -1.49
C 1.91 -1.01 0.60
H -0.38 2.28 0.33
H 1.17 1.87 0.69
H 0.50 1.62 -1.03
H -0.16 0.13 1.57
H -1.83 -1.08 0.34
H -1.83 -0.07 -0.99
H -3.27 1.27 0.18
H -2.69 0.66 1.70
H -0.18 -1.33 -1.97
H 1.11 -0.07 -1.89
H 1.53 -1.74 -1.68
H 2.48 -0.07 0.54
H 1.81 -1.32 1.65
H 2.50 -1.79 0.13
*
```

The calculation puts the lowest unoccupied orbital energy at 1.115 eV. The value obtained for the orbital gap is 9.56 eV.



Run Q
DFT (ωB97M-V with the def2-TZVPD basis set) results for a 5-piece molecular cluster, C5H14N2 overall.

Geometry as ORCA input:
```
! wB97M-V def2-TZVPD RIJCOSX def2/J DEFGRID3
* xyz 0 1
C 2.23 1.19 0.42
C 1.16 1.93 0.76
C 1.10 -1.23 2.19
N 2.04 -1.15 1.51
H 3.17 1.28 0.93
H 2.23 0.61 -0.49
H 0.01 0.26 2.32
H 0.48 -1.66 2.96
H 0.30 2.00 0.11
H 0.08 0.84 1.70
H 1.23 2.67 1.56
C -1.13 -0.56 -0.81
C -1.66 -1.67 -1.72
N -1.21 0.79 -1.36
H -0.69 0.85 -2.22
H -2.18 1.03 -1.57
H -1.68 -0.57 0.14
H -0.08 -0.76 -0.57
H -1.56 -2.65 -1.24
H -2.72 -1.51 -1.95
H -1.11 -1.69 -2.66
*
```

The calculation puts the lowest unoccupied orbital energy at 1.027 eV. The value obtained for the orbital gap is 10.21 eV.



Run R
DFT (ωB97M-V with the def2-TZVPD basis set) results for a single C5H14N2 molecule.

Geometry as ORCA input:
```
! wB97M-V def2-TZVPD RIJCOSX def2/J DEFGRID3
* xyz 0 1
C -1.11 1.05 -1.31
C 0.08 1.09 -0.35
C -0.14 1.87 0.95
C 0.62 -0.31 -0.03
N 1.27 -0.89 -1.23
C -0.45 -1.29 0.45
N 0.08 -2.44 1.13
H -1.46 2.07 -1.49
H -1.95 0.49 -0.93
H -0.79 0.69 -2.27
H 0.90 1.57 -0.89
H 0.82 2.25 1.27
H -0.58 1.27 1.74
H -0.77 2.75 0.78
H 1.35 -0.24 0.79
H 2.27 -0.70 -1.25
H 1.19 -1.91 -1.22
H -1.05 -1.57 -0.42
H -1.14 -0.71 1.06
H 1.09 -2.46 1.14
H -0.23 -2.58 2.08
*
```

The calculation puts the lowest unoccupied orbital energy at 1.038 eV. The value obtained for the orbital gap is 10.04 eV.



run R ends up most stable, edging out the next structure by 0.0279 hartree.